A 13-piece molecular cluster, C32H94N4O13 overall at a distorted geometry. Source: the Open Molecules 2025 dataset; level of theory: ωB97M-V with the def2-TZVPD basis set.

Geometry as XYZ:
```
143
Properties=species:S:1:pos:R:3:forces:R:3:lowdin_charge:R:1
O 0.0997 -5.5471 -1.3221 0.0 0.2 0.0 -0.089
H 0.1560 -4.7145 -0.8082 0.1 -0.2 0.0 -0.013
H 0.9509 -5.9759 -1.1926 -0.1 0.0 0.0 0.017
C 0.6685 6.7054 2.4692 -0.5 0.1 -0.6 -0.069
C 0.5208 6.2953 1.0075 0.6 0.0 0.3 -0.292
O 0.5687 4.8660 0.9209 0.0 0.7 -0.7 -0.129
H 0.7630 7.7919 2.5004 -0.1 0.0 0.2 0.076
H 1.5699 6.2591 2.8839 0.0 0.0 0.0 0.080
H -0.1942 6.3890 3.0535 0.0 0.0 0.1 0.078
H 1.3626 6.7607 0.4780 0.2 -0.4 -0.1 0.101
H -0.3571 6.6759 0.4783 -0.3 0.0 0.5 0.093
H 0.9541 4.6762 0.0442 0.1 -0.3 0.2 0.049
C -3.4836 -0.7646 -2.5327 0.3 0.3 -0.1 -0.084
C -4.1361 -1.2210 -3.8315 0.1 0.4 0.8 -0.309
O -4.5894 -0.1203 -4.6066 0.0 -0.1 -0.2 -0.081
H -4.1125 -0.0728 -1.9643 -0.3 -0.3 0.0 0.073
H -2.5682 -0.1950 -2.7106 0.1 -0.2 -0.1 0.062
H -3.2505 -1.6281 -1.9064 0.0 0.1 0.1 0.066
H -4.9560 -1.8969 -3.5685 -0.1 -0.1 -0.3 0.110
H -3.3983 -1.7494 -4.4320 -0.1 -0.1 -0.1 0.093
H -5.2215 0.3775 -4.0796 0.0 0.0 0.0 0.079
C -4.8867 -1.6681 1.2802 -0.2 0.2 -0.4 -0.099
C -6.2277 -2.2127 1.7645 0.8 -0.1 0.6 -0.317
O -6.0179 -3.1504 2.8063 0.2 -0.2 0.0 -0.121
H -4.2538 -1.3391 2.1074 -0.1 0.0 0.1 0.065
H -5.0196 -0.8037 0.6224 0.0 -0.1 0.0 0.068
H -4.3270 -2.4230 0.7279 -0.1 -0.1 0.0 0.061
H -6.7472 -2.7552 0.9744 -0.1 0.2 -0.1 0.108
H -6.8593 -1.3926 2.1268 -0.1 0.0 -0.1 0.104
H -5.3178 -2.8273 3.4171 -0.7 0.0 0.0 0.024
C -1.4198 2.0058 -5.0428 0.5 -1.1 -1.3 -0.090
C -2.3195 2.9140 -5.8415 0.1 1.3 1.1 -0.298
O -1.8103 4.2538 -5.7076 -0.2 0.2 -0.4 -0.115
H -0.4420 1.9763 -5.5367 0.2 0.5 0.3 0.077
H -1.7033 0.9498 -5.1332 -0.5 0.2 0.5 0.066
H -1.3207 2.3556 -4.0213 -0.1 -0.2 0.1 0.050
H -3.3359 2.9119 -5.4355 -0.1 -0.3 -0.3 0.105
H -2.3400 2.7160 -6.9092 0.0 -0.2 0.0 0.111
H -1.9605 4.6062 -4.8124 0.2 -0.4 -0.4 0.033
C -0.5256 0.8450 3.0556 -0.9 0.0 -0.7 -0.086
C -0.6562 2.2150 2.3982 0.5 0.0 1.0 -0.303
O 0.3236 3.0794 2.9775 0.2 0.2 -0.6 -0.112
H -1.3032 0.1969 2.6354 0.0 0.0 0.0 0.056
H -0.7090 0.8679 4.1279 0.4 0.2 0.1 0.073
H 0.4227 0.3851 2.7851 0.2 0.1 0.4 0.058
H -1.6287 2.6677 2.6198 -0.2 -0.3 -0.4 0.112
H -0.4977 2.0923 1.3234 -0.2 0.2 -0.1 0.092
H 0.4401 3.8209 2.3434 0.0 -0.5 0.4 0.026
C -2.5910 6.7444 -1.6292 0.7 0.6 0.3 -0.087
C -2.2870 5.2934 -2.0093 -0.6 1.1 -0.2 -0.278
O -1.4417 5.3082 -3.1630 -0.1 -0.4 0.6 -0.096
H -3.2225 6.8684 -0.7489 -0.1 -0.2 0.0 0.078
H -2.9493 7.4056 -2.4198 -0.5 -0.6 -0.3 0.078
H -1.6394 7.2459 -1.3998 0.0 -0.2 0.3 0.057
H -3.2001 4.7619 -2.2724 0.1 -0.1 -0.2 0.116
H -1.8499 4.7711 -1.1551 0.3 0.0 -0.1 0.102
H -0.6709 5.8369 -2.9343 0.1 0.0 -0.2 0.092
C 0.4411 -2.3770 -4.3009 -0.9 -0.6 -1.0 -0.069
C -0.3879 -3.1153 -5.3703 0.0 1.0 0.4 -0.324
O -0.1641 -4.5089 -5.3195 -0.3 0.1 0.0 -0.068
H 0.0438 -2.6782 -3.3324 0.5 0.0 0.2 0.054
H 0.3055 -1.3023 -4.4327 0.2 0.0 0.1 0.069
H 1.4620 -2.7056 -4.4734 0.2 0.3 0.5 0.050
H -0.1220 -2.7288 -6.3560 0.1 -0.4 -0.1 0.110
H -1.4420 -2.8383 -5.2324 -0.1 -0.3 0.0 0.092
H -0.5398 -4.8173 -4.4845 0.2 -0.1 -0.1 0.084
C 2.1450 -5.0830 3.0822 -0.4 -0.4 0.5 -0.083
C 1.7230 -3.7771 3.7402 0.3 -0.4 -0.5 -0.284
O 1.9022 -2.7195 2.7893 0.1 0.3 0.2 -0.110
H 1.5327 -5.3220 2.2126 0.1 0.3 -0.1 0.070
H 1.9946 -5.9191 3.7751 0.1 0.1 0.0 0.075
H 3.2004 -5.0574 2.8151 0.0 0.0 -0.1 0.071
H 2.3304 -3.6247 4.6357 -0.1 0.2 0.0 0.113
H 0.6710 -3.7959 4.0341 0.1 0.0 0.0 0.091
H 2.5308 -2.0736 3.1219 -0.1 0.0 0.1 0.088
C 3.4532 3.1335 0.4061 0.0 0.0 0.0 -0.046
C 3.6945 4.5319 -0.1714 -0.8 -0.3 1.2 -0.424
C 5.1218 4.7055 -0.6568 -0.3 0.2 -0.1 -0.233
O 6.0087 4.5517 0.4216 0.1 0.2 -0.2 -0.178
C 7.3462 4.7839 0.0159 -0.1 -0.6 -0.1 -0.102
N 2.6638 4.8089 -1.1833 0.6 -0.2 -0.8 0.039
H 3.5202 2.3640 -0.3698 0.2 0.0 0.0 0.081
H 2.4625 3.0480 0.8507 -0.1 0.2 -0.1 0.055
H 4.1555 2.9202 1.2118 0.2 0.0 -0.2 0.084
H 3.4819 5.2157 0.6597 0.4 0.2 -0.1 0.139
H 5.2389 5.6993 -1.1146 0.0 0.0 0.0 0.127
H 5.3204 3.9672 -1.4509 0.1 -0.1 0.1 0.131
H 7.5130 5.8159 -0.3033 0.0 0.1 0.1 0.088
H 7.5918 4.1152 -0.8185 0.1 0.1 0.0 0.088
H 7.9926 4.5167 0.8483 0.0 0.2 0.1 0.089
H 2.7484 5.7638 -1.5317 0.0 0.0 0.2 0.083
H 2.9356 4.2461 -1.9954 -0.5 0.0 0.1 0.090
C -2.4848 -2.9069 4.5133 0.8 -0.1 0.2 -0.059
C -3.5550 -3.4246 5.4395 -0.8 0.5 0.5 -0.402
C -3.1210 -3.4197 6.9119 0.0 0.4 -0.5 -0.222
O -4.0814 -4.1261 7.6599 0.2 -0.1 0.0 -0.175
C -3.8391 -4.0470 9.0375 0.1 -0.7 0.8 -0.124
N -4.7566 -2.5647 5.2825 0.5 -0.1 0.1 0.037
H -2.3193 -1.8360 4.6633 -0.1 0.0 -0.1 0.083
H -2.6993 -3.1041 3.4647 -0.2 0.1 0.0 0.074
H -1.5282 -3.3886 4.7429 -0.1 0.0 -0.1 0.063
H -3.8608 -4.4289 5.1394 0.1 -0.1 0.2 0.149
H -3.0975 -2.3793 7.2705 0.0 0.1 -0.1 0.128
H -2.0922 -3.7854 7.0341 -0.2 -0.5 0.1 0.125
H -4.3523 -4.8695 9.5406 -0.3 0.1 -0.2 0.088
H -4.1778 -3.1212 9.5109 0.1 0.2 -0.3 0.089
H -2.7846 -4.2167 9.2847 0.1 0.3 -0.2 0.087
H -4.4857 -1.6442 5.6233 -0.2 0.1 -0.2 0.085
H -5.4856 -2.8811 5.9163 0.0 -0.1 -0.1 0.090
C -1.4379 -1.9416 0.5687 -0.1 -0.4 -0.4 -0.058
C -0.2147 -1.8727 -0.3195 0.3 0.1 -0.3 -0.417
C 0.4728 -0.5032 -0.3073 -0.7 -0.3 0.1 -0.183
O -0.4374 0.4183 -0.8813 0.0 0.4 0.1 -0.191
C 0.1913 1.5326 -1.4671 0.4 -0.3 -0.7 -0.104
N 0.7448 -2.9149 -0.0049 0.7 -0.8 0.0 0.051
H -1.9705 -2.8828 0.4042 0.4 -0.3 0.2 0.079
H -2.1860 -1.2159 0.2487 0.3 0.5 0.5 0.063
H -1.1059 -1.8726 1.6060 -0.5 0.2 0.1 0.070
H -0.5578 -2.0669 -1.3412 0.2 0.2 0.0 0.118
H 1.4262 -0.5806 -0.8438 -0.1 0.2 -0.4 0.120
H 0.7164 -0.2051 0.7204 0.0 0.0 0.1 0.111
H 0.8053 1.1489 -2.2951 0.3 0.3 0.1 0.093
H 0.8198 2.1065 -0.7794 0.0 -0.1 0.2 0.064
H -0.5311 2.2062 -1.9269 -0.3 -0.1 0.3 0.071
H 1.2739 -2.7710 0.8561 -0.6 0.1 0.2 0.044
H 1.4711 -2.9570 -0.7197 -0.3 0.2 -0.3 0.034
C 4.4067 -2.6228 -0.3297 0.7 0.3 0.5 -0.068
C 4.2802 -2.5806 -1.8304 0.5 -1.6 -0.5 -0.426
C 5.5336 -3.2809 -2.4264 0.3 0.4 -0.1 -0.207
O 5.3885 -3.6087 -3.7943 -0.3 -0.1 0.1 -0.192
C 5.1740 -2.4951 -4.6309 0.6 0.3 -0.1 -0.114
N 3.0919 -3.3250 -2.2388 -0.5 0.7 0.1 0.058
H 5.3695 -2.1796 -0.0523 -0.2 0.1 0.2 0.086
H 4.4615 -3.6569 0.0246 -0.1 -0.1 -0.2 0.084
H 3.6156 -2.1435 0.2458 -0.1 0.2 -0.3 0.061
H 4.2531 -1.5759 -2.2566 -0.3 0.1 0.3 0.132
H 5.7472 -4.2116 -1.8969 -0.3 -0.1 -0.1 0.126
H 6.4504 -2.6789 -2.3286 -0.2 0.3 0.2 0.125
H 4.1320 -2.1691 -4.6915 -0.1 -0.2 0.0 0.078
H 5.5425 -2.7664 -5.6187 -0.2 -0.1 -0.1 0.091
H 5.7698 -1.6308 -4.3103 0.0 0.0 0.1 0.091
H 3.1227 -3.5515 -3.2239 0.0 -0.1 0.0 0.060
H 2.9739 -4.1848 -1.7192 0.3 -0.1 0.0 0.077
```
Positions in Å, forces in eV/Å.

Computed properties:
E_HOMO (eV): -9.075
Calculated total energy (eV): -67282.7886
Orbital gap (eV): 9.3
ΔE to the lowest compared entry with this formula, charge and spin (eV): 0.000
LUMO energy (eV): 0.222


A 2-piece molecular cluster, C3H6BrNO3 overall at a distorted geometry. Source: the Open Molecules 2025 dataset; level of theory: ωB97M-V with the def2-TZVPD basis set.

Geometry as XYZ:
```
14
Properties=species:S:1:pos:R:3:forces:R:3:nbo_charge:R:1
C -0.6292 -0.0540 -1.7509 2.2 1.1 2.2 -0.413
C -0.3525 0.4014 1.3555 -0.4 0.7 0.5 -0.154
C 0.5077 -0.1719 0.2414 -0.5 1.7 -3.3 0.012
N 0.9245 -1.5425 0.2704 0.4 0.1 0.2 0.432
O 0.0560 -2.2425 0.8053 1.7 -0.6 -0.8 -0.375
O 2.0341 -1.8029 -0.2234 -2.4 -1.2 1.1 -0.360
O -0.8724 1.6622 0.9947 -1.0 0.3 0.1 -0.727
Br 2.0524 0.9417 -0.2182 -0.8 0.2 0.5 0.054
H 0.0546 0.6193 -2.2980 0.0 -1.0 0.2 0.206
H -1.3333 0.5722 -1.2735 -1.2 0.2 0.3 0.201
H -0.9545 -0.9748 -2.2107 0.2 -0.3 0.4 0.213
H -1.2821 -0.1491 1.5600 0.7 -0.5 -0.3 0.229
H 0.1574 0.5403 2.3502 0.2 -0.6 -1.0 0.199
H -0.3627 2.2007 0.3972 0.9 -0.1 -0.1 0.482
```
Positions in Å, forces in eV/Å.

Computed properties:
E_HOMO (eV): -9.859
Calculated total energy (eV): -80877.0460
Orbital gap (eV): 8.6
ΔE to the lowest compared entry with this formula, charge and spin (eV): 3.409
LUMO energy (eV): -1.238


An isolated ion of composition C6H8NS and charge -1 at a distorted geometry. Source: the Open Molecules 2025 dataset; level of theory: ωB97M-V with the def2-TZVPD basis set.

Geometry as XYZ:
```
16
Properties=species:S:1:pos:R:3:forces:R:3:nbo_charge:R:1
C 1.0455 0.8630 0.5346 1.2 1.8 0.5 -0.311
C 1.0812 -0.4565 0.8684 0.4 -2.5 1.3 -0.355
C 0.0973 1.0873 -0.3922 -2.5 -2.3 0.0 0.088
C 0.0877 -1.1179 0.1639 0.6 -0.1 -0.1 0.116
C -0.1993 2.3787 -1.0330 -0.4 0.7 -1.7 -0.645
C -0.2604 -2.5548 0.2847 1.6 -2.0 -1.0 -0.625
N -0.5735 -0.2100 -0.5909 0.2 2.9 -0.5 -0.411
S -2.1720 -0.3637 -1.3859 0.9 -0.2 0.3 -0.485
H 1.6712 1.6182 0.9942 0.1 0.1 -0.2 0.186
H 1.7085 -0.8941 1.6565 -0.3 0.0 -0.6 0.188
H -0.8988 2.3262 -1.9041 0.8 -0.4 0.5 0.241
H -0.5768 3.2643 -0.5134 -0.3 -0.6 1.0 0.196
H 0.7883 2.7302 -1.3321 0.0 0.2 -0.7 0.200
H -1.3040 -2.6353 0.3763 -1.5 -0.4 0.5 0.230
H 0.0110 -3.3902 -0.5077 -0.3 2.2 0.6 0.189
H 0.2966 -2.9902 1.1233 -0.5 0.4 0.4 0.197
```
Positions in Å, forces in eV/Å.

Computed properties:
SMILES: Cc1ccc(C)n1[S-]
E_HOMO (eV): -2.582
Calculated total energy (eV): -18677.0967
Orbital gap (eV): 6.6
ΔE to the lowest compared entry with this formula, charge and spin (eV): 0.612
LUMO energy (eV): 4.038
Charge: -1


C5H8O2 as an isolated structure at a distorted geometry. Source: the Open Molecules 2025 dataset; level of theory: ωB97M-V with the def2-TZVPD basis set.

Geometry as XYZ:
```
15
Properties=species:S:1:pos:R:3:forces:R:3:nbo_charge:R:1
O 0.7566 0.0812 -1.9601 -0.1 0.1 -0.1 -0.721
C 0.1505 1.0325 -1.1399 -2.8 0.2 0.0 -0.010
C 0.0264 0.5434 0.2909 0.0 -0.1 0.2 -0.311
C 0.9349 -0.5599 0.8567 0.3 0.2 -0.1 -0.558
C -0.1220 -1.3379 1.5985 -0.4 0.2 -0.3 0.637
O -0.0525 -2.1585 2.4617 -0.5 1.1 -1.1 -0.514
C -1.3188 -0.1312 0.2326 1.1 -2.9 4.1 -0.528
H 0.7893 0.4271 -2.8619 0.0 -0.1 0.2 0.482
H 0.5742 2.0453 -1.2921 -0.4 -0.4 0.1 0.176
H -1.2312 0.8981 -1.1216 3.2 1.6 -1.9 0.165
H -0.0210 1.4065 0.9677 0.0 -0.2 -0.2 0.223
H 1.3172 -1.1810 0.0341 -0.1 0.0 0.2 0.261
H 1.7769 -0.2428 1.4789 0.0 -0.1 0.0 0.231
H -1.4174 -1.0308 -0.3592 -0.1 0.3 -0.6 0.231
H -2.1631 0.2080 0.8138 -0.2 0.3 -0.3 0.236
```
Positions in Å, forces in eV/Å.

Computed properties:
E_HOMO (alpha / beta) (eV): -7.382 / -7.381
Calculated total energy (eV): -9404.7271
Orbital gap (alpha / beta) (eV): 7.9 / 7.9
ΔE to the lowest compared entry with this formula, charge and spin (eV): 5.105
LUMO energy (alpha / beta) (eV): 0.541 / 0.541


> Look up the calculated total energy of the first one.

-67282.7886 eV